Entry 1:
{"formula": "C21H39CrN4O5S2Si3", "method": "ωB97M-V/def2-TZVPD", "e_tot_ha": -4128.275218, "fmax_ev_per_a": 1.575, "homo_energy_ev": [-8.223, -8.240], "lumo_energy_ev": [-0.798, 0.010], "spin_multiplicity": 2, "species": ["Cr", "C", "O", "Si", "C", "C", "C", "Si", "C", "C", "C", "Si", "C", "C", "C", "H", "H", "H", "H", "H", "H", "H", "H", "H", "H", "H", "H", "H", "H", "H", "H", "H", "H", "H", "H", "H", "H", "H", "H", "H", "H", "H", "N", "C", "C", "O", "O", "H", "H", "H", "H", "N", "C", "C", "C", "C", "C", "C", "S", "O", "O", "N", "C", "S", "C", "C", "N", "H", "H", "H", "H", "H", "H", "H", "H"], "coordinates": [[0.396, 0.325, 0.632], [2.906, -0.553, -1.633], [1.977, 0.353, -1.041], [1.306, 1.659, -1.870], [0.443, 0.965, -3.393], [2.657, 2.814, -2.517], [0.334, 2.207, -0.382], [-1.451, 2.641, -0.865], [-1.348, 3.903, -2.287], [-2.517, 3.503, 0.430], [-2.340, 1.069, -1.454], [1.222, 3.412, 0.756], [1.588, 5.085, -0.052], [0.300, 3.776, 2.366], [2.856, 2.603, 1.292], [3.525, -0.023, -2.360], [2.385, -1.372, -2.132], [3.557, -0.960, -0.858], [1.172, 0.763, -4.181], [-0.293, 1.661, -3.797], [-0.072, 0.028, -3.164], [3.211, 2.361, -3.343], [3.376, 3.105, -1.749], [2.191, 3.724, -2.903], [-1.010, 4.872, -1.911], [-2.327, 4.053, -2.748], [-0.653, 3.602, -3.073], [-2.196, 4.535, 0.591], [-2.526, 2.983, 1.385], [-3.548, 3.534, 0.069], [-2.417, 1.020, -2.542], [-3.352, 1.015, -1.048], [-1.811, 0.170, -1.132], [0.664, 5.594, -0.336], [2.205, 4.994, -0.946], [2.117, 5.728, 0.656], [-0.644, 4.290, 2.195], [0.912, 4.416, 3.005], [0.079, 2.857, 2.913], [3.540, 2.459, 0.453], [2.650, 1.616, 1.720], [3.373, 3.195, 2.050], [-0.418, -1.347, 3.317], [-1.325, -0.341, 3.827], [-1.761, 0.659, 2.732], [-2.742, 1.334, 2.916], [-1.013, 0.729, 1.654], [-0.921, -2.021, 2.751], [0.059, -1.852, 4.051], [-0.828, 0.241, 4.604], [-2.245, -0.749, 4.253], [-3.304, -7.355, 0.925], [-2.613, -6.326, 0.319], [-3.239, -5.100, 0.064], [-2.538, -4.063, -0.516], [-1.201, -4.234, -0.847], [-0.565, -5.444, -0.607], [-1.263, -6.480, -0.019], [-0.322, -2.875, -1.558], [0.868, -3.386, -2.195], [-1.250, -2.114, -2.341], [0.084, -1.928, -0.281], [1.246, -2.105, 0.358], [2.283, -3.511, 0.436], [3.314, -2.674, 1.565], [2.865, -1.423, 1.768], [1.721, -1.101, 1.082], [-4.308, -7.321, 0.883], [-2.913, -8.276, 0.845], [-4.286, -4.977, 0.314], [-3.019, -3.118, -0.735], [0.463, -5.576, -0.913], [-0.775, -7.429, 0.170], [4.198, -3.138, 1.968], [3.310, -0.680, 2.415]]}

Entry 2:
{"formula": "C21H39Ge", "method": "ωB97M-V/def2-TZVPD", "e_tot_ha": -2900.166727, "fmax_ev_per_a": 3.334, "homo_energy_ev": -12.190, "lumo_energy_ev": -5.727, "total_charge": 1, "species": ["C", "C", "C", "C", "Ge", "C", "C", "C", "C", "C", "C", "C", "C", "H", "H", "H", "H", "H", "H", "H", "H", "H", "H", "H", "H", "H", "H", "H", "H", "H", "H", "H", "H", "H", "H", "H", "H", "H", "H", "H", "H", "C", "C", "C", "C", "C", "C", "C", "C", "C", "H", "H", "H", "H", "H", "H", "H", "H", "H", "H", "H"], "coordinates": [[-2.161, -4.103, -3.857], [-1.030, -3.615, -2.956], [-1.346, -2.264, -2.297], [-0.201, -1.766, -1.384], [-0.521, 0.001, -0.516], [-0.925, 1.237, -2.009], [0.269, 1.413, -2.960], [-0.058, 2.428, -4.053], [1.108, 2.655, -5.001], [-2.359, -0.115, 0.292], [-2.505, -1.125, 1.441], [-1.643, -0.773, 2.645], [-1.675, -1.894, 3.693], [0.654, 0.697, 0.529], [-1.908, -5.054, -4.309], [-3.082, -4.247, -3.287], [-2.353, -3.393, -4.667], [-0.846, -4.354, -2.167], [-0.110, -3.513, -3.546], [-1.548, -1.510, -3.073], [-2.271, -2.341, -1.704], [-0.004, -2.489, -0.583], [0.735, -1.678, -1.953], [-1.826, 0.906, -2.546], [-1.164, 2.197, -1.525], [1.159, 1.732, -2.398], [0.538, 0.445, -3.417], [-0.924, 2.057, -4.625], [-0.362, 3.376, -3.576], [0.839, 3.398, -5.758], [1.985, 3.022, -4.464], [1.377, 1.736, -5.534], [-2.570, 0.902, 0.627], [-3.063, -0.372, -0.512], [-3.557, -1.179, 1.743], [-2.237, -2.122, 1.067], [-0.604, -0.585, 2.347], [-2.008, 0.166, 3.082], [-1.044, -1.627, 4.545], [-2.695, -2.038, 4.067], [-1.307, -2.843, 3.284], [2.965, 2.098, 0.639], [2.249, 1.020, 1.419], [2.683, -0.398, 1.122], [1.922, 1.362, 2.802], [1.464, 0.352, 3.704], [1.012, 0.674, 4.973], [1.057, 2.001, 5.424], [1.536, 3.008, 4.583], [1.943, 2.703, 3.291], [2.311, 2.955, 0.539], [3.893, 2.481, 1.098], [3.247, 1.739, -0.368], [1.802, -1.055, 1.240], [3.044, -0.468, 0.080], [3.468, -0.808, 1.781], [1.429, -0.691, 3.350], [0.618, -0.131, 5.621], [0.731, 2.234, 6.444], [1.568, 4.054, 4.934], [2.302, 3.505, 2.638]]}

Entry 3:
{"formula": "C21H39HfNOP2", "method": "ωB97M-V/def2-TZVPD", "e_tot_ha": -1684.182404, "fmax_ev_per_a": 5.492, "homo_energy_ev": -5.655, "lumo_energy_ev": -0.724, "species": ["Hf", "P", "P", "N", "H", "C", "H", "H", "H", "C", "H", "H", "H", "C", "H", "H", "H", "C", "H", "H", "H", "C", "H", "H", "H", "C", "H", "H", "H", "C", "C", "C", "C", "C", "C", "H", "H", "H", "H", "H", "C", "O", "C", "H", "H", "H", "C", "H", "H", "H", "C", "C", "C", "C", "C", "C", "H", "H", "H", "H", "H", "H", "H", "H", "H"], "coordinates": [[-0.019, 0.319, -0.036], [2.337, -0.179, -1.810], [-2.459, 1.195, 0.351], [-0.632, -0.194, -1.818], [0.755, -2.441, 1.518], [2.877, -1.930, -1.937], [3.827, -1.994, -2.487], [2.106, -2.489, -2.481], [3.002, -2.382, -0.946], [3.930, 0.624, -1.399], [4.696, 0.313, -2.123], [4.262, 0.378, -0.383], [3.788, 1.710, -1.464], [2.248, 0.238, -3.586], [3.232, 0.121, -4.056], [1.916, 1.275, -3.687], [1.518, -0.406, -4.084], [-3.644, -0.164, 0.659], [-4.605, 0.249, 0.988], [-3.259, -0.849, 1.418], [-3.785, -0.735, -0.266], [-2.823, 2.405, 1.659], [-3.908, 2.484, 1.797], [-2.421, 3.377, 1.350], [-2.353, 2.130, 2.609], [-3.235, 1.963, -1.118], [-4.264, 2.268, -0.883], [-3.243, 1.250, -1.951], [-2.652, 2.839, -1.427], [-1.020, -0.014, -3.085], [-1.734, -0.898, -5.242], [-1.381, -1.115, -3.919], [-1.033, 1.304, -3.650], [-1.398, 1.501, -4.972], [-1.749, 0.404, -5.772], [-2.002, -1.749, -5.871], [-1.358, -2.106, -3.462], [-0.737, 2.136, -3.001], [-1.407, 2.517, -5.374], [-2.037, 0.569, -6.812], [2.603, -0.079, 1.782], [1.759, 0.465, 0.987], [3.092, -1.457, 1.683], [3.395, -1.781, 2.695], [3.989, -1.512, 1.035], [2.361, -2.178, 1.299], [3.355, 0.830, 2.690], [3.328, 0.447, 3.723], [2.970, 1.850, 2.659], [4.413, 0.844, 2.383], [-0.244, 0.587, 3.952], [-0.861, -0.731, 3.471], [-0.170, -1.884, 4.205], [-2.341, -0.761, 3.819], [-0.649, -0.862, 1.969], [0.063, -1.622, 1.206], [-0.360, 0.675, 5.041], [-0.735, 1.450, 3.486], [0.827, 0.632, 3.711], [-0.314, -1.787, 5.290], [-0.592, -2.845, 3.889], [0.909, -1.891, 4.013], [-2.877, 0.076, 3.363], [-2.791, -1.704, 3.490], [-2.468, -0.683, 4.907]]}

Entry 4:
{"formula": "C21H39INO2P2Yb", "method": "ωB97M-V/def2-TZVPD", "e_tot_ha": -3167.378541, "fmax_ev_per_a": 4.566, "homo_energy_ev": [-12.398, -11.934], "lumo_energy_ev": [-7.239, -7.548], "spin_multiplicity": 2, "total_charge": 2, "species": ["C", "C", "H", "H", "H", "O", "I", "Yb", "P", "C", "C", "H", "H", "H", "H", "H", "H", "C", "H", "H", "H", "P", "C", "C", "H", "H", "H", "C", "H", "H", "H", "H", "H", "H", "C", "O", "C", "C", "C", "C", "C", "C", "C", "C", "N", "C", "C", "C", "C", "H", "H", "H", "H", "H", "H", "H", "H", "H", "H", "H", "H", "H", "H", "H", "H", "H", "H"], "coordinates": [[0.063, 0.427, -6.871], [0.075, 0.730, -5.404], [0.065, 1.351, -7.485], [-0.834, -0.168, -7.107], [0.947, -0.182, -7.120], [0.075, 1.787, -4.832], [0.089, -1.214, -4.044], [0.042, -0.236, -1.243], [2.668, 0.870, -1.359], [3.490, 2.232, -0.439], [3.582, -0.569, -0.654], [4.667, -0.382, -0.636], [4.543, 0.767, -2.942], [3.387, -1.474, -1.247], [2.996, 0.293, -3.690], [3.152, 2.221, 0.611], [3.236, -0.756, 0.374], [3.474, 0.998, -3.000], [4.591, 2.137, -0.451], [3.346, 2.005, -3.410], [3.199, 3.201, -0.876], [-2.541, 0.951, -1.325], [-3.507, 2.259, -0.490], [-3.337, 0.884, -2.962], [-3.173, -1.429, -1.171], [-4.376, -0.354, -0.386], [-2.834, -0.733, 0.446], [-3.302, -0.541, -0.533], [-2.885, 0.083, -3.561], [-4.413, 0.704, -2.850], [-4.578, 2.117, -0.693], [-3.182, 3.235, -0.875], [-3.173, 1.835, -3.485], [-3.340, 2.238, 0.597], [0.134, 2.247, -1.163], [0.126, 3.399, -1.067], [0.783, -0.638, 5.934], [0.252, -0.167, 4.606], [-0.365, 1.090, 4.511], [-0.819, 1.589, 3.284], [-1.524, 2.915, 3.238], [-0.567, 0.862, 2.118], [-0.028, -0.466, 2.172], [0.387, -0.933, 3.449], [0.058, -1.167, 0.985], [0.146, -2.656, 0.989], [1.545, -3.149, 1.397], [-0.886, -3.302, 1.919], [-0.147, -3.163, -0.435], [1.471, 0.094, 6.380], [-0.027, -0.798, 6.658], [1.327, -1.579, 5.809], [-0.482, 1.692, 5.419], [-2.462, 2.875, 3.811], [-0.919, 3.719, 3.684], [-1.753, 3.192, 2.205], [-0.853, 1.256, 1.132], [0.793, -1.945, 3.536], [1.494, -4.177, 1.791], [2.235, -3.149, 0.543], [1.992, -2.522, 2.173], [-1.891, -2.978, 1.634], [-0.822, -4.395, 1.831], [-0.735, -3.055, 2.971], [-1.134, -2.857, -0.812], [0.608, -2.859, -1.177], [-0.151, -4.259, -0.410]]}

Entry 5:
{"formula": "C21H39N2O2P3Re", "method": "ωB97M-V/def2-TZVPD", "e_tot_ha": -2184.197740, "fmax_ev_per_a": 13.094, "homo_energy_ev": [-18.492, -19.459], "lumo_energy_ev": [-13.812, -14.426], "spin_multiplicity": 4, "total_charge": 4, "species": ["P", "C", "H", "H", "H", "C", "H", "H", "H", "C", "H", "H", "H", "P", "C", "H", "H", "H", "C", "H", "H", "H", "C", "H", "H", "H", "P", "C", "H", "H", "H", "C", "H", "H", "H", "C", "H", "H", "H", "Re", "C", "O", "C", "O", "C", "C", "C", "C", "C", "C", "H", "H", "H", "H", "H", "H", "C", "N", "C", "C", "N", "C", "H", "H", "H", "H", "H", "H"], "coordinates": [[4.157, -1.279, -0.134], [4.367, -0.976, 1.660], [5.407, -0.687, 1.853], [4.111, -1.895, 2.198], [3.675, -0.179, 1.960], [5.603, -2.344, -0.463], [5.646, -2.502, -1.548], [5.411, -3.297, 0.045], [6.509, -1.856, -0.088], [4.792, 0.330, -0.756], [5.841, 0.436, -0.452], [4.195, 1.152, -0.340], [4.716, 0.365, -1.851], [-1.300, 3.607, -0.677], [-1.351, 4.008, 1.084], [-1.766, 5.016, 1.202], [-0.333, 3.953, 1.484], [-1.973, 3.261, 1.590], [-0.525, 5.041, -1.482], [-0.543, 4.877, -2.567], [0.519, 5.085, -1.148], [-1.062, 5.959, -1.214], [-3.031, 3.702, -1.224], [-3.393, 4.729, -1.093], [-3.629, 2.996, -0.635], [-3.067, 3.408, -2.280], [-3.298, -2.016, 0.384], [-3.858, -2.345, 2.055], [-4.706, -3.045, 2.023], [-4.178, -1.410, 2.538], [-3.042, -2.790, 2.640], [-4.667, -1.884, -0.775], [-5.319, -2.762, -0.650], [-4.291, -1.860, -1.809], [-5.250, -0.971, -0.585], [-2.101, -3.218, -0.187], [-2.624, -3.972, -0.797], [-1.626, -3.724, 0.665], [-1.324, -2.731, -0.790], [0.099, 0.956, -2.016], [0.850, 1.278, -0.140], [1.289, 1.443, 0.919], [-2.564, -0.338, 0.479], [-2.409, 0.777, 0.804], [-1.345, 0.581, -3.382], [-0.857, -0.615, -2.787], [0.549, -0.845, -2.714], [1.455, 0.137, -3.218], [0.959, 1.345, -3.783], [-0.444, 1.565, -3.866], [-2.404, 0.786, -3.369], [-1.552, -1.334, -2.380], [0.935, -1.745, -2.257], [2.519, -0.039, -3.153], [1.660, 2.101, -4.109], [-0.828, 2.512, -4.218], [0.316, -1.236, 4.933], [0.401, -1.444, 3.493], [1.168, -2.390, 2.837], [0.888, -2.239, 1.493], [-0.071, -1.274, 1.339], [-0.333, -0.788, 2.540], [-0.374, -1.959, 5.393], [1.307, -1.359, 5.386], [-0.055, -0.223, 5.128], [1.824, -3.081, 3.343], [1.338, -2.760, 0.660], [-1.012, 0.012, 2.809]]}

Entry 6:
{"formula": "C21H39NP2Re", "method": "ωB97M-V/def2-TZVPD", "e_tot_ha": -1638.554000, "fmax_ev_per_a": 10.471, "homo_energy_ev": [-13.282, -13.282], "lumo_energy_ev": [-6.148, -9.616], "spin_multiplicity": 4, "total_charge": 2, "species": ["P", "P", "C", "C", "H", "H", "H", "H", "C", "H", "H", "H", "C", "H", "H", "H", "C", "H", "H", "H", "C", "H", "H", "H", "Re", "C", "C", "C", "C", "C", "C", "C", "C", "C", "H", "H", "H", "H", "H", "H", "H", "H", "H", "H", "H", "H", "H", "H", "H", "C", "C", "C", "C", "C", "C", "N", "H", "H", "H", "H", "H", "H", "H", "H"], "coordinates": [[0.291, -2.875, 0.642], [-0.015, 3.041, 1.441], [0.067, 0.468, -0.011], [0.432, 1.970, 0.003], [0.784, -0.133, 0.576], [-0.949, 0.266, 0.367], [1.525, 2.074, -0.097], [-0.020, 2.476, -0.865], [-1.607, 3.785, 1.190], [-2.097, 4.041, 2.142], [-2.262, 3.141, 0.575], [-1.437, 4.726, 0.630], [1.132, 4.372, 1.764], [0.826, 5.214, 1.120], [2.172, 4.093, 1.508], [1.056, 4.677, 2.824], [-0.625, -4.371, 0.147], [-0.697, -5.044, 1.010], [-0.107, -4.863, -0.686], [-1.629, -4.069, -0.182], [2.022, -3.465, 0.698], [2.649, -2.678, 1.140], [2.361, -3.657, -0.334], [2.082, -4.384, 1.299], [0.038, -0.708, -1.876], [0.472, 0.584, -3.234], [-1.019, 0.443, -3.008], [-1.864, -0.259, -4.059], [-1.717, -1.800, -3.969], [-0.757, -2.212, -2.855], [0.727, -2.095, -3.082], [1.225, -1.545, -4.410], [1.066, -0.008, -4.509], [-0.189, -2.572, 2.378], [0.899, 1.553, -2.961], [-1.504, 1.317, -2.562], [-1.637, 0.117, -5.067], [-2.912, -0.007, -3.853], [-2.702, -2.214, -3.706], [-1.444, -2.249, -4.935], [-1.068, -3.115, -2.326], [1.307, -2.941, -2.696], [0.734, -2.052, -5.252], [2.295, -1.776, -4.491], [2.066, 0.438, -4.640], [0.482, 0.284, -5.393], [0.663, -2.157, 2.934], [-0.529, -3.511, 2.834], [-1.011, -1.840, 2.380], [-2.497, 1.489, 2.950], [-1.105, 1.330, 3.381], [-0.621, 0.498, 4.384], [0.782, 0.613, 4.400], [1.151, 1.515, 3.410], [2.500, 1.858, 2.948], [-0.020, 1.998, 2.816], [-3.067, 0.657, 3.391], [-2.625, 1.440, 1.852], [-2.965, 2.421, 3.332], [-1.240, -0.133, 5.012], [1.485, 0.077, 5.026], [2.732, 2.934, 3.024], [3.207, 1.328, 3.612], [2.707, 1.498, 1.917]]}